82
Properties=species:S:1:pos:R:3:forces:R:3:lowdin_charge:R:1 method="wB97M-V/def2-TZVPD" spin_multiplicity=1 orbital_gap_ev=7.73 total_charge=0
Mg 1.852416 1.427030 -3.733040 0.5 0.8 2.1 1.083
C 4.537601 1.302298 -1.885892 -0.3 -0.6 -0.4 -0.106
C 4.645975 2.201874 -3.124037 0.0 0.5 0.3 -0.411
O 3.513900 2.283077 -3.945109 -1.1 -0.9 -0.1 -0.394
H 4.634635 0.244654 -2.158021 0.1 0.0 0.0 0.071
H 3.567241 1.370321 -1.384020 -0.1 0.4 -0.1 0.059
H 5.299785 1.527020 -1.139611 0.1 0.0 -0.1 0.071
H 5.493792 1.909802 -3.751716 0.2 -0.2 0.2 0.102
H 4.877551 3.206627 -2.747229 0.0 0.1 -0.1 0.103
C -0.775365 0.588127 -0.349604 -0.3 0.5 1.0 -0.086
C 0.366009 0.263989 -1.263494 0.5 -1.1 -0.6 -0.448
O 0.822839 1.281734 -2.095828 0.3 0.1 -1.4 -0.373
H -1.015465 -0.261563 0.297198 -0.2 -0.4 -0.6 0.049
H -1.648929 0.879641 -0.936539 -0.1 0.0 0.2 0.060
H -0.571807 1.334076 0.430061 0.2 0.4 -0.6 0.073
H -0.011928 -0.593497 -1.849916 0.1 0.0 -0.1 0.082
H 1.201097 -0.170443 -0.688283 0.0 0.2 0.2 0.090
C -4.915116 -0.047921 -2.607582 -0.7 0.1 0.4 -0.163
C -4.174309 0.399531 -3.834581 0.8 -0.1 -0.6 -0.187
C -4.025818 1.865385 -3.593028 -0.2 2.1 -1.3 -0.233
O -5.260704 2.289351 -3.014525 0.1 -0.6 1.3 -0.143
C -5.790660 1.190435 -2.228979 0.6 -1.0 -1.5 -0.166
H -4.251014 -0.241597 -1.764191 0.1 -0.3 -0.2 0.104
H -5.552480 -0.908885 -2.810072 0.2 -0.1 0.3 0.109
H -4.736967 0.299936 -4.766230 -0.4 -0.2 0.3 0.119
H -3.218726 -0.086130 -4.048999 0.0 -0.1 0.4 0.113
H -3.990862 2.410688 -4.546378 0.0 -0.1 0.0 0.120
H -3.152970 2.280505 -3.074596 0.0 -0.7 0.6 0.107
H -6.790940 1.005635 -2.618948 -0.2 0.3 0.5 0.114
H -5.749741 1.273364 -1.143779 -0.2 0.8 0.0 0.108
C -0.359501 -1.147023 3.030142 1.5 1.1 -1.4 -0.179
C -0.897441 -1.438323 4.394584 -0.1 -0.7 0.2 -0.157
C 0.383214 -1.873154 5.136043 -0.8 0.7 -0.2 -0.191
O 1.394381 -1.041494 4.584699 0.7 0.0 0.7 -0.144
C 1.057987 -0.557360 3.294812 -1.0 -1.2 0.4 -0.185
H -0.837004 -0.372292 2.428558 -0.7 -0.4 0.2 0.090
H -0.205216 -2.035023 2.413099 -0.4 -0.1 0.2 0.096
H -1.624006 -2.250243 4.329334 -0.1 0.1 0.3 0.113
H -1.349049 -0.552452 4.840183 0.0 -0.1 0.1 0.116
H 0.566184 -2.943928 5.007429 0.3 0.0 -0.3 0.117
H 0.325485 -1.675349 6.205803 0.1 0.0 0.0 0.116
H 1.779331 -0.984303 2.594867 0.0 0.6 -0.2 0.095
H 1.009663 0.534538 3.299343 0.4 0.0 0.0 0.122
C -2.902747 4.065981 -0.536357 0.4 -0.1 0.0 -0.169
C -2.074948 4.530841 0.647104 0.3 -0.7 0.2 -0.177
C -2.944118 4.119059 1.841578 0.2 1.2 -0.9 -0.201
O -4.277736 4.160023 1.365099 -0.9 -0.3 0.1 -0.138
C -4.352817 4.309997 -0.047188 1.2 -0.2 -0.7 -0.176
H -2.701611 3.003116 -0.701324 -0.4 -0.1 0.1 0.084
H -2.556812 4.554770 -1.447876 -0.5 0.2 -0.1 0.112
H -1.902647 5.603151 0.549220 0.0 0.0 0.4 0.112
H -1.122095 4.007331 0.757572 0.1 0.3 -0.4 0.105
H -2.815744 4.893174 2.601190 -0.2 -0.5 0.5 0.117
H -2.700993 3.113117 2.186152 0.0 0.0 0.2 0.113
H -4.734892 5.303619 -0.288810 0.1 0.1 0.0 0.118
H -4.985263 3.573176 -0.543893 -0.3 0.0 0.5 0.095
C 0.385347 -4.732847 -1.065301 0.9 0.6 -0.8 -0.165
C -0.210781 -3.358073 -0.760052 -1.4 -0.4 0.3 -0.173
C -1.291294 -3.735561 0.234459 0.2 -0.6 0.8 -0.209
O -0.692025 -4.758746 1.048710 0.2 0.3 0.0 -0.151
C 0.301753 -5.450492 0.284436 -0.3 -0.2 -0.3 -0.191
H 1.385465 -4.557408 -1.477662 0.2 -0.4 0.5 0.107
H -0.082088 -5.274897 -1.889361 -0.6 0.1 0.3 0.109
H -0.713556 -2.864970 -1.591487 0.6 0.2 -0.2 0.108
H 0.495186 -2.725328 -0.222996 0.2 0.2 -0.4 0.108
H -2.182490 -4.161434 -0.237995 0.0 0.2 -0.2 0.121
H -1.589563 -2.944677 0.921991 -0.1 0.1 -0.2 0.100
H -0.038760 -6.483026 0.177892 0.2 -0.1 -0.1 0.114
H 1.256540 -5.452794 0.812957 -0.1 0.1 0.1 0.115
C 5.438095 -1.393447 0.269437 -0.3 -0.4 1.8 -0.153
C 4.102561 -0.896165 0.910001 1.6 -0.2 -0.5 -0.168
C 4.674056 -0.000809 2.008484 -0.4 1.0 -0.4 -0.198
O 5.968264 -0.496268 2.356882 -0.2 -0.4 0.0 -0.120
C 6.160646 -1.673410 1.599237 0.5 -0.8 -0.7 -0.237
H 6.033349 -0.608229 -0.191166 -0.4 0.0 -0.5 0.100
H 5.302341 -2.279707 -0.345806 0.2 0.1 -0.2 0.110
H 3.649219 -1.760060 1.396543 -0.4 0.0 -0.4 0.101
H 3.484357 -0.425508 0.150911 -0.4 0.2 0.4 0.079
H 4.023195 0.070134 2.882814 0.1 -0.1 0.1 0.110
H 4.816377 1.008836 1.604641 -0.1 0.0 0.2 0.118
H 5.752138 -2.567278 2.091869 -0.3 0.2 0.1 0.117
H 7.221014 -1.903853 1.466197 0.1 0.5 0.1 0.118

***

104
Properties=species:S:1:pos:R:3:forces:R:3:lowdin_charge:R:1 method="wB97M-V/def2-TZVPD" spin_multiplicity=1 orbital_gap_ev=6.84 total_charge=+2 de_lowest_kcal_mol=0.0
Ir -0.104622 0.700874 -0.162889 -1.6 0.8 -1.5 0.972
C 0.595492 -5.554860 -0.616511 0.0 0.1 0.0 -0.013
C -0.199763 -4.288136 -0.967573 0.0 -0.1 0.0 -0.427
C -1.417696 -4.667797 -1.835085 0.0 0.0 0.0 0.013
C 0.658798 -3.317059 -1.750513 0.0 0.0 -0.1 -0.085
C 1.464088 -3.780249 -2.791243 0.0 0.0 0.0 0.014
C 2.203312 -2.938272 -3.600211 0.0 0.0 0.0 -0.025
C 2.149527 -1.575484 -3.382174 0.0 0.0 0.1 -0.048
C 1.364877 -1.070704 -2.352048 -0.1 -0.1 0.1 -0.271
P 1.236327 0.698872 -2.084074 0.2 0.8 -0.3 0.971
C 0.491440 1.432636 -3.565318 -0.1 -0.2 0.0 -0.447
C 0.535517 2.820130 -3.704756 0.0 0.0 0.1 -0.121
C -0.047078 3.425416 -4.803979 -0.1 0.0 0.0 -0.056
C -0.692378 2.652415 -5.761946 0.0 0.0 0.0 -0.047
C -0.755425 1.275474 -5.616560 0.0 0.0 0.0 -0.048
C -0.170526 0.665583 -4.516271 0.1 -0.1 0.0 -0.109
C 2.915405 1.407278 -2.161749 0.0 -0.1 0.2 -0.322
C 3.495458 1.717972 -3.395123 -0.1 0.0 0.0 -0.084
C 4.793437 2.196847 -3.458827 0.0 0.0 0.0 -0.047
C 5.523480 2.393415 -2.294524 0.0 0.0 -0.1 -0.053
C 4.952582 2.108091 -1.065412 0.0 0.0 0.1 -0.059
C 3.659206 1.611244 -1.000842 0.0 0.0 0.0 -0.077
C 0.632032 -1.946194 -1.550561 0.0 0.1 -0.1 -0.151
O -0.166192 -1.364649 -0.522697 0.1 -0.8 0.0 -0.213
C -0.752371 -2.230834 0.437424 0.0 0.0 0.1 -0.158
C -1.351032 -1.630632 1.546360 0.0 0.0 0.1 -0.265
C -1.839252 -2.430048 2.577546 0.0 0.0 -0.1 -0.072
C -1.795425 -3.805743 2.461744 0.0 0.0 0.0 -0.024
C -1.264513 -4.367559 1.316958 0.0 0.0 0.0 0.016
C -0.712001 -3.608291 0.285143 -0.1 0.0 0.0 -0.084
P -1.472604 0.156193 1.616602 -0.6 0.6 0.5 1.006
C -3.201592 0.708097 1.699839 -0.1 -0.2 -0.1 -0.348
C -4.173532 -0.012435 2.391702 0.1 -0.1 0.1 -0.072
C -5.465469 0.474745 2.492423 0.0 0.0 0.0 -0.056
C -5.807394 1.678029 1.888922 0.0 0.0 0.0 -0.049
C -4.848490 2.398869 1.195200 0.0 0.0 0.1 -0.054
C -3.550718 1.916624 1.108030 0.0 0.1 0.1 -0.132
C -0.864252 0.671491 3.254039 0.2 0.0 -0.1 -0.327
C 0.022217 -0.103902 3.997425 0.0 -0.1 0.0 -0.088
C 0.550633 0.381020 5.185208 0.0 0.0 0.0 -0.057
C 0.218821 1.653237 5.627337 0.0 0.0 0.0 -0.060
C -0.659221 2.435995 4.887720 0.0 0.0 0.0 -0.061
C -1.200655 1.948644 3.708841 0.0 0.0 0.0 -0.084
H 0.938831 -6.064281 -1.513292 0.0 0.0 0.0 0.084
H -0.020846 -6.271414 -0.079635 0.0 0.0 0.0 0.083
H 1.464370 -5.318655 -0.000729 0.0 0.0 0.0 0.106
H -1.090881 -5.145628 -2.758952 0.0 0.0 0.0 0.099
H -2.004126 -3.783992 -2.093328 0.0 0.0 0.0 0.100
H -2.064423 -5.361135 -1.296322 0.0 0.0 0.0 0.098
H 1.505786 -4.842841 -2.981126 0.0 0.0 0.0 0.121
H 2.805769 -3.343416 -4.400887 0.0 0.0 0.0 0.123
H 2.708853 -0.895624 -4.011661 0.0 0.0 0.0 0.117
H 1.029184 3.429704 -2.954869 0.1 0.0 0.0 0.110
H 0.005106 4.499901 -4.919498 0.0 0.0 0.0 0.114
H -1.149984 3.127207 -6.619244 0.0 0.0 0.0 0.117
H -1.260445 0.673537 -6.359645 0.0 0.0 0.0 0.117
H -0.241637 -0.408761 -4.401229 0.0 0.0 0.0 0.110
H 2.931214 1.602776 -4.311067 0.0 0.0 0.0 0.111
H 5.235977 2.415982 -4.420993 0.0 0.0 0.0 0.118
H 6.537221 2.767123 -2.349613 0.0 0.0 0.0 0.117
H 5.515780 2.262514 -0.154152 0.0 0.0 0.0 0.110
H 3.234671 1.367771 -0.040899 0.0 0.0 0.0 0.067
H -2.236244 -1.968101 3.471213 0.0 0.0 0.0 0.114
H -2.178243 -4.436643 3.251632 0.0 0.0 0.0 0.124
H -1.272359 -5.443399 1.221609 0.0 0.0 0.0 0.122
H -3.938218 -0.961949 2.852344 0.0 0.0 0.0 0.095
H -6.207446 -0.084609 3.046384 0.0 0.0 0.0 0.118
H -6.820928 2.049507 1.958905 0.0 0.0 0.0 0.119
H -5.109339 3.333138 0.716539 0.0 0.0 0.0 0.119
H -2.809007 2.483969 0.569441 0.0 0.0 -0.1 0.060
H 0.307666 -1.091919 3.657154 0.0 0.0 0.0 0.106
H 1.220332 -0.239865 5.765962 0.0 0.0 0.0 0.117
H 0.634017 2.031262 6.552277 0.0 0.0 0.0 0.114
H -0.934230 3.422429 5.238060 0.0 0.0 0.0 0.114
H -1.902932 2.558630 3.153017 0.0 0.0 0.0 0.106
N 2.591371 2.257407 2.579322 -0.1 -0.1 0.0 0.231
C 3.150890 0.991827 2.701858 0.0 0.0 -0.1 -0.176
C 4.255058 0.523386 3.404181 0.0 0.0 0.0 0.012
C 4.557270 -0.814377 3.248376 0.0 0.0 0.0 -0.048
C 3.790727 -1.661806 2.429592 0.0 0.0 0.0 -0.046
C 2.698711 -1.192389 1.731661 0.0 0.0 0.0 0.008
C 2.390418 0.157746 1.877660 0.0 -0.1 0.1 -0.237
N 1.401250 0.923195 1.287243 0.2 -0.2 -0.3 -0.032
C 1.560045 2.157371 1.719498 -0.1 0.0 0.0 -0.277
C 0.704653 3.177332 1.152757 0.1 0.1 0.0 -0.287
C 0.582733 4.505383 1.401921 0.0 -0.1 0.0 -0.284
S -0.548609 5.187391 0.327736 0.0 0.0 0.0 1.156
C -0.814068 3.681750 -0.392791 0.0 -0.1 -0.2 -0.464
N -0.111365 2.703651 0.128694 0.2 0.6 0.6 -0.174
H 2.906273 3.096616 3.037003 0.0 0.0 0.0 0.183
H 4.853862 1.168505 4.032281 0.0 0.0 0.0 0.124
H 5.416725 -1.222309 3.762308 0.0 0.0 0.0 0.118
H 4.076006 -2.701054 2.341732 0.0 0.0 0.0 0.116
H 2.108212 -1.835131 1.090039 0.0 0.0 0.0 0.111
H 1.086077 5.099085 2.146980 0.0 0.0 0.0 0.098
H -1.502302 3.537481 -1.215200 0.0 -0.1 0.0 0.052
C -4.991010 -1.190660 -0.684573 0.0 0.0 0.0 -0.059
O -3.677671 -0.616831 -0.852530 0.2 -0.3 0.1 -0.223
C -3.584229 0.465968 -1.591080 -0.6 0.5 -0.4 -1.305
S -4.782149 1.267686 -2.390188 0.0 -0.5 0.3 0.698
S -2.021661 1.135334 -1.869479 1.9 -0.5 1.0 0.692
H -4.857835 -1.998056 0.029367 0.0 0.0 0.0 0.096
H -5.349076 -1.567264 -1.640392 0.0 0.0 0.0 0.095
H -5.674239 -0.436802 -0.298946 0.0 0.0 0.0 0.075

***

10
Properties=species:S:1:pos:R:3:forces:R:3:lowdin_charge:R:1 method="wB97M-V/def2-TZVPD" spin_multiplicity=1 orbital_gap_ev=9.66 total_charge=0 de_lowest_kcal_mol=17.4
C 0.429579 -0.127778 0.577005 1.2 1.9 -1.2 -0.348
C -1.028192 -0.005276 0.565667 -2.7 -0.3 0.5 -0.516
C 0.675005 -0.093689 -1.006613 -2.1 1.6 2.3 -0.903
S -1.143067 -0.472223 -1.175506 0.8 0.4 -1.0 0.798
Br 1.072699 1.675039 -1.693888 0.2 0.3 0.0 0.596
H 0.820280 0.639258 1.259903 0.8 -0.3 -0.7 0.114
H 0.678678 -1.078889 0.870978 1.0 -2.2 0.9 0.074
H -1.590701 -0.837908 1.013296 0.3 0.7 0.8 0.066
H -1.362990 0.981681 0.979205 -0.2 -0.8 -1.1 0.104
H 1.448710 -0.680215 -1.390047 0.7 -1.3 -0.6 0.015

***

no.,DFT total energy (eV),HOMO level (eV),LUMO (eV)
1,-45472.9742,-9.250,-1.5
2,-116047.9351,-12.220,-5.4
3,-84068.5227,-8.930,0.7